# C5H5NO2

A molecular structure, C5H5NO2 in a non-equilibrium geometry (ωB97M-V/def2-TZVPD, OMol25).

```
13
Properties=species:S:1:pos:R:3:forces:R:3
C -0.22921 0.56752 -1.07417 0.433 -3.850 -5.995
C -0.33970 1.45455 0.08455 0.585 2.481 -0.210
C 0.26910 0.57640 1.04163 2.091 -3.664 4.174
C -0.52048 -0.80416 0.86666 -3.622 3.052 -0.706
C 0.23946 -0.90144 -0.35762 3.380 -0.386 -0.839
H 0.13899 2.42454 -0.04445 -0.074 0.042 -0.136
H -1.35313 1.56384 0.31260 -1.747 0.702 0.320
H 1.42417 0.38168 0.96532 -2.449 0.674 0.466
H 0.20899 -0.81042 2.67453 1.494 -0.011 1.201
H -1.50434 -0.34878 0.50444 0.765 -1.422 0.354
N -0.43958 -0.24350 2.19181 0.848 0.918 -1.852
O -0.32917 0.63198 -2.30248 0.114 0.984 3.759
O 1.28510 -1.48992 -0.58769 -1.818 0.482 -0.535
```
Forces are in eV/Å.

Energy (eV): -10845.41110
2S+1: 1
Energy above the lowest of the compared OMol25 structures with the same formula, charge and spin (kJ/mol): 569.6
Gap between HOMO and LUMO (eV): 9.3182


# C22H27N3O3S

C22H27N3O3S in the gas phase (ωB97M-V/def2-TZVPD, OMol25).

```
56
Properties=species:S:1:pos:R:3:forces:R:3
C -0.49328 -3.42046 0.04625 -0.016 0.029 0.069
C -0.73068 -2.07960 -0.56990 -0.045 0.027 -0.131
C 0.03654 -0.99264 -0.17514 -0.056 0.138 -0.214
C -0.20896 0.27357 -0.68065 -0.135 -0.519 -0.126
C -1.21254 0.48630 -1.62686 0.053 -0.047 -0.051
C -1.96004 -0.61079 -2.03095 0.143 0.134 -0.030
C -1.73002 -1.87057 -1.50957 0.137 -0.068 0.033
H -2.34026 -2.70035 -1.83523 -0.061 -0.109 -0.021
H -2.74460 -0.46867 -2.76058 -0.111 0.024 -0.060
C -1.49763 1.84876 -2.18534 0.027 -0.089 -0.035
H -1.03336 1.96040 -3.16562 0.031 0.112 -0.056
H -1.11186 2.63179 -1.53627 0.006 0.114 0.000
H -2.56964 1.98922 -2.30974 -0.047 0.043 -0.030
N 0.61428 1.35646 -0.25452 -0.022 0.021 -0.363
C 0.65049 1.84111 1.00085 -0.269 0.116 0.248
O 1.53447 2.60127 1.37483 0.051 0.098 0.221
C -0.45582 1.44515 1.97160 0.104 -0.002 0.322
N -1.73831 1.14613 1.39812 0.000 0.387 0.162
C -2.31767 -0.07108 1.55677 0.098 0.033 0.177
O -1.81363 -0.95549 2.22459 0.005 -0.120 0.084
C -3.59210 -0.26307 0.85703 -0.703 -0.020 -0.323
C -4.29433 -1.43575 0.80602 0.384 0.353 0.193
C -5.46321 -1.34705 0.02755 -0.135 0.065 -0.141
C -5.64125 -0.10927 -0.50507 0.210 0.292 -0.001
S -4.38556 0.97213 -0.06660 -0.125 -0.544 0.220
H -6.43917 0.24089 -1.12979 -0.190 0.029 -0.119
H -6.14264 -2.16503 -0.13024 -0.136 -0.116 -0.043
H -3.96186 -2.32163 1.31485 0.121 -0.147 0.111
H -2.19208 1.85184 0.84027 0.035 -0.081 0.036
H -0.53216 2.25901 2.70223 0.133 -0.146 -0.137
H -0.14038 0.53995 2.50488 -0.003 0.194 -0.038
C 1.67230 1.73495 -1.18217 0.291 0.103 -0.104
H 1.29189 1.65379 -2.20037 0.076 -0.016 0.099
H 1.97196 2.76328 -0.96535 -0.061 -0.086 -0.069
C 2.87763 0.78982 -1.03552 -0.425 0.497 -0.047
O 3.14874 -0.03517 -1.88359 0.089 -0.287 -0.292
N 3.53810 0.98044 0.11780 0.205 0.209 0.532
H 3.17975 1.69464 0.74127 -0.058 -0.044 -0.155
C 4.64604 0.17125 0.58415 0.057 -0.328 -0.370
C 4.30482 -1.31626 0.74269 0.000 0.037 0.128
H 3.74045 -1.62981 -0.13516 -0.045 0.021 0.016
H 3.70718 -1.51066 1.63289 -0.080 0.000 0.015
C 5.66669 -2.02064 0.78186 -0.042 -0.127 0.076
H 5.94380 -2.26703 1.80706 0.017 -0.081 -0.012
H 5.63609 -2.95041 0.21606 0.015 -0.061 0.059
C 6.67948 -1.02838 0.17529 0.087 0.076 -0.085
H 7.28208 -1.48895 -0.60549 0.095 0.012 0.030
H 7.35741 -0.66497 0.94907 0.064 -0.020 -0.014
C 5.84421 0.12978 -0.36837 0.088 0.054 0.140
H 5.48098 -0.09501 -1.37020 -0.010 0.043 -0.003
H 6.39172 1.07086 -0.39223 0.001 0.069 -0.043
H 4.95666 0.58704 1.54752 -0.018 -0.011 -0.054
H 0.82755 -1.12823 0.54758 0.135 0.001 0.113
H -0.78504 -3.38347 1.09573 -0.017 -0.080 0.094
H 0.56163 -3.68361 -0.00038 0.065 -0.088 0.005
H -1.07393 -4.19135 -0.45346 -0.010 -0.094 -0.014
```
Forces are in eV/Å.

Energy (eV): -44702.26745
2S+1: 1
Energy above the lowest of the compared OMol25 structures with the same formula, charge and spin (kJ/mol): 83.7
Gap between HOMO and LUMO (eV): 8.9859
SMILES string: Cc1ccc(C)c(N(CC(=O)NC2CCCC2)C(=O)CNC(=O)c2cccs2)c1


# C19H29N7PtS

A molecular structure, C19H29N7PtS in a non-equilibrium geometry (ωB97M-V/def2-TZVPD, OMol25).

```
57
Properties=species:S:1:pos:R:3:forces:R:3
Pt -0.48464 -1.51526 0.35406 -2.888 -3.711 2.527
C -2.79835 0.86726 3.97509 0.132 0.357 -0.144
N -3.03997 -0.56412 3.95919 0.196 -0.340 -0.401
C -3.82771 -1.14129 5.03078 -0.222 -0.305 0.247
C -2.50479 -1.32333 2.97891 -0.003 0.424 0.234
N -1.83804 -0.82270 1.98306 1.183 0.732 -1.191
N -2.70664 -2.68124 3.07702 -0.158 -0.307 0.235
C -2.22350 -3.67265 2.25322 -0.211 0.057 0.224
N -2.66045 -4.90752 2.56624 0.076 0.061 -0.074
N -1.40637 -3.44794 1.28112 1.421 1.255 -1.810
H -3.25878 1.29647 4.85920 0.006 -0.057 -0.027
H -3.23725 1.36449 3.10585 0.009 -0.039 -0.002
H -1.72890 1.08764 4.02227 -0.010 -0.022 -0.033
H -4.17408 -0.34885 5.68684 0.016 -0.042 -0.053
H -3.23267 -1.82711 5.63812 -0.027 -0.024 0.049
H -4.71384 -1.64755 4.64239 -0.043 -0.024 0.047
H -1.79601 0.18823 2.00799 -0.116 -0.090 0.218
H -3.27084 -3.00251 3.85244 0.135 0.150 -0.148
H -3.31068 -5.08871 3.31175 0.004 0.052 -0.023
H -2.37215 -5.69878 2.01756 0.006 -0.023 0.018
H -1.15209 -4.28777 0.77158 -0.133 0.070 0.168
C 0.37137 -1.23422 -3.03117 -0.256 0.103 0.334
C 1.19968 -2.20624 -2.17412 -0.613 -1.294 -0.980
C 1.65904 -3.37926 -3.06013 0.123 0.306 -0.108
C 2.45028 -1.45884 -1.65399 -0.258 -0.062 0.851
C 0.42074 -2.74272 -1.02471 1.428 4.585 1.584
H 1.00295 -0.81225 -3.80955 0.073 -0.028 -0.020
H -0.02437 -0.41779 -2.42499 0.010 0.017 -0.060
H -0.45902 -1.75035 -3.50787 -0.071 0.008 -0.039
H 2.19997 -2.97836 -3.91675 0.014 -0.149 -0.062
H 0.81223 -3.95331 -3.42610 -0.097 -0.045 -0.103
H 2.32285 -4.04767 -2.52020 0.130 -0.101 0.083
H 3.02001 -1.09555 -2.50523 -0.097 -0.084 -0.190
H 3.08621 -2.12211 -1.07275 0.115 0.011 0.075
H 2.15941 -0.60948 -1.03455 0.076 -0.005 -0.039
H 0.62074 -3.77394 -0.74837 -0.497 -0.416 -0.132
S 1.12294 4.89453 -0.53643 0.248 -0.136 -0.221
C 0.75538 3.16571 -0.32570 -0.027 0.030 0.096
C -0.39868 2.61720 -0.89285 0.188 0.132 0.487
C -0.77968 1.35317 -0.51221 -0.272 -0.219 0.110
N -0.05471 0.59967 0.34276 0.816 -0.863 -1.667
C 1.11039 1.09563 0.80617 -0.035 -0.372 0.228
C 1.54143 2.36609 0.51037 -0.498 0.231 -0.074
C 2.20242 4.71859 -1.96884 -0.309 0.000 0.184
C 3.56110 4.49982 -1.80673 0.124 0.022 -0.091
C 4.33767 4.43263 -2.95984 -0.457 0.018 0.787
N 3.79747 4.56074 -4.14649 1.172 -0.139 -1.456
C 2.51522 4.75040 -4.31842 -0.746 0.079 0.583
C 1.64674 4.83524 -3.23356 0.163 0.004 -0.141
H -1.02134 3.19500 -1.55719 -0.044 0.071 -0.024
H -1.72225 0.92922 -0.84664 0.198 -0.040 -0.089
H 1.67845 0.45490 1.47118 -0.034 -0.021 -0.114
H 2.43553 2.75331 0.97115 0.099 0.049 -0.003
H 4.00954 4.39980 -0.83127 0.006 0.075 0.140
H 5.40713 4.28671 -2.91756 0.112 -0.032 0.057
H 2.16085 4.84997 -5.33454 -0.068 0.004 -0.090
H 0.59006 4.99702 -3.37755 -0.089 0.088 0.044
```
Forces are in eV/Å.

Energy (eV): -44670.53991
Charge: +2
2S+1: 1
Energy above the lowest of the compared OMol25 structures with the same formula, charge and spin (kJ/mol): 215.6
Gap between HOMO and LUMO (eV): 5.8390


Q: Which formula does entry 2 have?
A: C22H27N3O3S


Q: The lowest energy above the lowest of the compared OMol25 structures with the same formula, charge and spin belongs to which entry?
A: C22H27N3O3S


Q: Among the records above, which one has the lowest gap between HOMO and LUMO?
A: C19H29N7PtS


Repeat the first record exactly.
# C5H5NO2

A molecular structure, C5H5NO2 in a non-equilibrium geometry (ωB97M-V/def2-TZVPD, OMol25).

```
13
Properties=species:S:1:pos:R:3:forces:R:3
C -0.22921 0.56752 -1.07417 0.433 -3.850 -5.995
C -0.33970 1.45455 0.08455 0.585 2.481 -0.210
C 0.26910 0.57640 1.04163 2.091 -3.664 4.174
C -0.52048 -0.80416 0.86666 -3.622 3.052 -0.706
C 0.23946 -0.90144 -0.35762 3.380 -0.386 -0.839
H 0.13899 2.42454 -0.04445 -0.074 0.042 -0.136
H -1.35313 1.56384 0.31260 -1.747 0.702 0.320
H 1.42417 0.38168 0.96532 -2.449 0.674 0.466
H 0.20899 -0.81042 2.67453 1.494 -0.011 1.201
H -1.50434 -0.34878 0.50444 0.765 -1.422 0.354
N -0.43958 -0.24350 2.19181 0.848 0.918 -1.852
O -0.32917 0.63198 -2.30248 0.114 0.984 3.759
O 1.28510 -1.48992 -0.58769 -1.818 0.482 -0.535
```
Forces are in eV/Å.

Energy (eV): -10845.41110
2S+1: 1
Energy above the lowest of the compared OMol25 structures with the same formula, charge and spin (kJ/mol): 569.6
Gap between HOMO and LUMO (eV): 9.3182